No. 1
# C6H12O

An isolated molecule of C6H12O at a distorted geometry (ωB97M-V/def2-TZVPD, the OMol25 dataset).

Last column: Löwdin charge in e.
Atoms and positions in Å:
C1 -1.1106 1.9341 0.6043  0.07
C2 -1.1055 0.6165 0.5216  -0.49
C3 -2.1313 -0.1728 -0.2492  -0.03
O1 -0.0832 -0.1130 1.0979  -0.06
C4 0.7138 -0.3397 -0.0877  -0.44
C5 1.0082 -1.8580 -0.1406  -0.03
C6 1.9822 0.4741 -0.1166  -0.05
H1 -0.3875 2.4405 1.2296  0.07
H2 -1.8650 2.4885 0.0601  0.07
H3 -2.8041 -0.5703 0.5033  0.09
H4 -1.7448 -1.0114 -0.8407  0.08
H5 -2.6990 0.4775 -0.9238  0.09
H6 0.0800 0.2959 -0.8073  0.15
H7 1.5750 -2.1287 -1.0360  0.08
H8 1.6418 -2.1482 0.7211  0.09
H9 0.1114 -2.4838 -0.0653  0.07
H10 2.6045 0.3479 0.7675  0.09
H11 1.6923 1.5216 -0.2183  0.08
H12 2.5453 0.1847 -1.0142  0.09

Forces on the atoms, in the same order (eV/Å):
-0.2857 0.3375 0.2167
-0.6699 0.2311 0.3854
-0.2508 0.0972 0.1304
-0.2554 0.3057 -0.2152
0.2721 -0.0518 -0.2004
-0.0946 0.2657 -0.2615
0.1929 0.2209 0.0598
-0.0211 0.0940 -0.1200
0.0511 0.1252 0.2120
-0.3427 -0.2823 -0.0421
0.1669 0.2506 0.2892
0.0711 -0.0849 0.2292
1.2578 -2.4589 -0.5931
-0.1692 0.0354 -0.0074
-0.2918 0.4714 -0.2913
0.0613 0.2947 -0.1851
0.0469 -0.0766 0.0366
0.2918 0.0909 0.1195
-0.0307 0.1342 0.2373

Relative energy (zero: lowest compared OMol25 entry of this formula, charge and spin), kcal/mol: 45.92
Kohn-Sham gap, eV: 10.2
Net charge: 0
Molar mass, g mol⁻¹: 100.16
SMILES: C=C(C)OC(C)C
HOMO energy, Eh: -0.3382
LUMO level, eV: 1.026

No. 2
# C10H21INO2P2RhS

A structure of composition C10H21INO2P2RhS at a distorted geometry (ωB97M-V/def2-TZVPD, the OMol25 dataset).

Last column: Mulliken spin population.
Atoms and positions in Å:
C1 -0.0017 -0.1426 -5.2389  0.02
C2 0.0055 0.6525 -3.9822  0.09
H1 0.0027 0.5031 -6.1371  0.01
H2 -0.8998 -0.7743 -5.2552  0.00
H3 0.8867 -0.7882 -5.2564  0.00
O1 0.0164 1.8157 -3.7413  0.05
I1 -0.0084 -0.8273 -1.9518  0.30
Rh1 0.0017 0.1472 0.4698  1.84
P1 2.2922 -0.0988 0.6993  0.20
C3 3.0845 1.1496 1.7794  0.00
C4 2.7610 -1.6854 1.4661  0.00
H4 3.8592 -1.7771 1.4513  0.01
H5 4.2278 -0.2812 -0.7594  0.01
H6 2.3210 -2.4935 0.8745  0.01
H7 2.6886 -0.7173 -1.5771  0.01
H8 2.7640 1.0255 2.8180  0.00
H9 2.4017 -1.7432 2.5002  0.00
C5 3.1685 -0.0134 -0.8916  0.03
H10 4.1793 1.0328 1.7197  0.00
H11 3.0790 1.0070 -1.2852  0.00
H12 2.8127 2.1558 1.4376  0.00
P2 -2.2930 -0.0564 0.7023  0.20
C6 -3.0618 1.2081 1.7806  0.00
C7 -3.1691 0.0428 -0.8878  0.03
H13 -2.3705 -2.4499 0.8792  0.01
H14 -3.8929 -1.7023 1.4577  0.01
H15 -2.4335 -1.6970 2.5041  0.00
C8 -2.7926 -1.6327 1.4707  0.00
H16 -2.7026 -0.6703 -1.5732  0.01
H17 -4.2327 -0.2061 -0.7550  0.01
H18 -4.1588 1.1119 1.7215  0.00
H19 -2.7715 2.2083 1.4376  0.00
H20 -3.0623 1.0606 -1.2830  0.00
H21 -2.7439 1.0795 2.8194  0.00
C9 0.0184 2.0066 0.1362  0.11
O2 0.0279 3.1338 -0.1515  0.00
S1 -0.0125 -1.4836 4.6412  0.72
C10 -0.0002 -0.4527 3.4315  -0.07
N1 0.0091 0.3521 2.5288  0.38

Forces on the atoms, in the same order (eV/Å):
-0.0035 -0.5014 -0.2388
0.0386 3.9244 -0.1910
0.0013 0.0184 0.6799
0.2550 0.0501 0.0831
-0.2569 0.0568 0.0836
-0.0364 -3.8107 -0.1961
-0.0008 -0.1101 -1.3067
-0.0163 -0.7730 -2.0972
2.0655 -0.3593 1.4293
0.0651 -0.0193 -0.4044
0.1694 0.0513 -0.3360
-0.3419 -0.0309 0.0895
-0.2897 0.1935 0.0371
0.1233 -0.0261 0.1778
0.3529 0.1723 0.1103
0.0085 -0.0075 -0.2006
0.0807 0.0211 -0.2641
0.1220 -0.0193 -0.0404
-0.3736 0.0484 0.0415
0.0723 -0.2377 -0.0103
0.1126 -0.1663 0.1206
-2.0675 -0.3185 1.4348
-0.0718 -0.0260 -0.3976
-0.1192 -0.0230 -0.0486
-0.1157 -0.0319 0.1717
0.3563 -0.0343 0.0883
-0.0756 0.0204 -0.2535
-0.1916 0.0615 -0.3345
-0.3481 0.1790 0.1115
0.2897 0.1877 0.0417
0.3787 0.0402 0.0399
-0.1125 -0.1563 0.1180
-0.0742 -0.2283 -0.0120
-0.0062 -0.0074 -0.1997
0.0495 5.7563 -1.5802
-0.0322 -3.8831 1.0965
-0.0019 -0.1581 0.1972
0.0245 1.7137 -1.4330
-0.0303 -1.5668 3.3925

Relative energy (zero: lowest compared OMol25 entry of this formula, charge and spin), kcal/mol: 0.00
Kohn-Sham gap (alpha / beta), eV: 5.8 / 5.7
Net charge: +2
Molar mass, g mol⁻¹: 511.11
Spin multiplicity: 5
HOMO energy (alpha / beta), Eh: -0.4746 / -0.5882
LUMO level (alpha / beta), eV: -7.108 / -10.277

No. 3
# CCl4N2Si

A cluster of 2 separate species, CCl4N2Si in total at a distorted geometry (ωB97M-V/def2-TZVPD, the OMol25 dataset).

Last column: Löwdin charge in e.
Atoms and positions in Å:
C1 0.1827 0.5893 1.7765  -0.64
N1 0.2166 1.6670 2.1934  0.11
N2 -0.0113 -0.5947 1.3013  -0.52
Si1 -0.3644 -0.0163 -1.4413  -0.66
Cl1 1.2495 -1.7564 1.4922  0.50
Cl2 -0.4335 -1.8733 -2.0989  0.39
Cl3 1.2261 1.0264 -1.9612  0.41
Cl4 -2.0658 0.9582 -1.2620  0.41

Forces on the atoms, in the same order (eV/Å):
0.5967 0.8828 0.6323
0.0821 0.7615 0.1975
-1.1246 -1.4343 -3.3003
0.3837 -0.5997 2.6829
0.1506 0.3147 0.0751
-0.0350 -0.2687 -0.1794
0.1808 0.1678 -0.0456
-0.2341 0.1760 -0.0626

Relative energy (zero: lowest compared OMol25 entry of this formula, charge and spin), kcal/mol: 63.94
Kohn-Sham gap (alpha / beta), eV: 6.9 / 6.9
Net charge: 0
Molar mass, g mol⁻¹: 209.92
HOMO energy (alpha / beta), Eh: -0.3147 / -0.3147
LUMO level (alpha / beta), eV: -1.703 / -1.702

> Which value of net charge does entry 3 give?

0